This record from the OMol25 dataset describes a molecular structure, C48H50Cl3Ge3O4S7SbSeSn. The level of theory is the ωB97M-V functional and the def2-TZVPD basis.

The value obtained for the HOMO-LUMO gap is 6.7 eV. Its HOMO energy is -3.18 eV. The calculation puts the LUMO energy at 3.5 eV. The total charge is -2.

Geometry as XYZ:
```
118
C48H50Cl3Ge3O4S7SbSeSn | the OMol25 dataset | the ωB97M-V functional and the def2-TZVPD basis
Sn 2.53331 -2.45880 0.40751
C -2.00963 6.22396 -0.83848
C -1.68898 5.21177 0.22839
C -2.60004 4.21999 0.56406
C -2.32197 3.27317 1.54238
C -3.33168 2.20192 1.85945
C -1.09546 3.33117 2.21410
C -0.15653 4.31315 1.88304
C 1.20094 4.34186 2.53467
C -0.46775 5.23646 0.89123
C -0.87636 2.41671 3.38026
C -1.23011 2.92704 4.63291
C -1.17509 2.12797 5.76975
C -0.80078 0.79761 5.64015
C -0.43735 0.28261 4.39923
C -0.43629 1.09474 3.27518
Ge 0.37167 0.31693 1.65838
S 2.27993 -0.60697 2.13099
S -1.01148 -0.92625 0.39141
Ge 0.26434 -0.04598 -1.24544
S 1.71159 -1.64111 -1.71410
S 0.83026 1.73886 -0.03845
C -0.44222 0.51703 -2.99998
C -1.67047 0.04000 -3.45590
C -2.13860 0.41056 -4.71266
C -1.38745 1.24347 -5.52658
C -0.15245 1.69565 -5.08651
C 0.33415 1.33602 -3.83263
C 1.69485 1.80211 -3.42435
C 2.80601 0.97717 -3.61846
C 2.73865 -0.29106 -4.42844
C 4.03754 1.38735 -3.10673
C 4.19398 2.60443 -2.46761
C 5.51380 3.00081 -1.86261
C 3.09609 3.45697 -2.38637
C 1.85027 3.07505 -2.85495
C 0.67828 4.00790 -2.72695
C -2.49033 -0.88946 -2.62284
C -2.31652 -2.26999 -2.74318
C -1.37490 -2.84767 -3.75971
C -3.05875 -3.11059 -1.91720
C -3.98048 -2.61328 -1.00848
C -4.75948 -3.53756 -0.11070
C -4.17257 -1.23712 -0.93989
C -3.43487 -0.36527 -1.72719
C -3.60815 1.12869 -1.58765
C -0.17569 -1.18639 4.28272
C -1.21184 -2.01253 3.83443
C -2.54592 -1.45104 3.41194
C -1.01658 -3.39129 3.81333
C 0.17019 -3.96485 4.23561
C 0.38199 -5.45310 4.17402
C 1.17061 -3.12672 4.71636
C 1.01336 -1.74984 4.76299
C 2.11778 -0.88713 5.30966
H -3.08382 6.27365 -1.02106
H -1.52577 5.96218 -1.78110
H -1.66358 7.21989 -0.55586
H -3.56206 4.18771 0.05848
H -4.30697 2.45527 1.44036
H -3.44139 2.05775 2.93556
H -3.01833 1.24264 1.43397
H 1.15816 4.04110 3.58081
H 1.64009 5.33835 2.47401
H 1.87553 3.64705 2.02440
H 0.26566 5.99433 0.63049
H -1.56478 3.95641 4.69558
H -1.44926 2.52972 6.73821
H -0.80112 0.13412 6.49748
H -3.09548 0.02669 -5.04836
H -1.75297 1.52341 -6.50732
H 0.46395 2.31942 -5.72403
H 1.73307 -0.69923 -4.50372
H 3.37854 -1.06675 -4.01085
H 3.08406 -0.08728 -5.44661
H 4.88476 0.71555 -3.19818
H 6.29171 2.27978 -2.11203
H 5.43741 3.04400 -0.77371
H 5.83098 3.98612 -2.21182
H 3.20654 4.42927 -1.91393
H 1.00720 4.97742 -2.34974
H -0.06740 3.61182 -2.03071
H 0.18134 4.15750 -3.68819
H -0.38305 -2.40158 -3.69646
H -1.74195 -2.67074 -4.77425
H -1.26951 -3.92157 -3.62255
H -2.89178 -4.18061 -1.97916
H -4.36820 -4.55306 -0.16122
H -5.81476 -3.56594 -0.39385
H -4.70525 -3.20641 0.92817
H -4.88283 -0.83070 -0.22525
H -4.43804 1.36071 -0.91255
H -3.80009 1.60272 -2.55183
H -2.70060 1.58970 -1.18009
H -2.90356 -0.69772 4.11723
H -3.28686 -2.24895 3.35200
H -2.49793 -0.97717 2.43283
H -1.81272 -4.02835 3.44231
H -0.47617 -5.95576 3.72911
H 0.54886 -5.87070 5.17006
H 1.25460 -5.69375 3.56173
H 2.10936 -3.55861 5.04987
H 2.90753 -1.50585 5.73557
H 1.75729 -0.20876 6.08256
H 2.55465 -0.27521 4.51166
S 1.66557 -7.69851 1.22127
Sb 2.97787 -5.91519 1.36739
S 4.93573 -2.17787 0.52973
S 1.27291 -4.13488 1.52451
Cl 2.38039 -3.58567 -5.52716
Ge 1.78294 -4.81810 -3.67985
Cl 0.81193 -6.55105 -4.84656
Cl 3.88848 -5.91537 -3.34648
O 5.40933 -3.75344 0.37689
Se 4.89616 -4.58449 -1.20831
O 3.27242 -4.31854 -0.87139
O 5.63270 -3.65019 -2.27149
O 5.39574 -6.03132 -0.71667
```

This record from the OMol25 dataset describes a gas-phase ion, C2H3N2O2 (charge -1). The level of theory is the ωB97M-V functional and the def2-TZVPD basis.

The value obtained for the HOMO-LUMO gap (alpha / beta) is 5.7 / 8.2 eV. The multiplicity is 3. Its HOMO energy (alpha / beta) is -1.17 / -4.59 eV. The calculation puts the LUMO energy (alpha / beta) at 4.5 / 3.6 eV. Its expectation value of S² is 2.019. The total charge is -1.

Geometry as XYZ:
```
9
C2H3N2O2 | the OMol25 dataset | the ωB97M-V functional and the def2-TZVPD basis
C 2.04287 0.20905 0.25765
C -1.41810 0.24783 0.01123
N 3.08327 0.64131 0.54008
N 1.00497 -0.26661 -0.34189
O 0.57251 -1.53328 0.00182
O -0.26652 0.78454 -0.54736
H -1.83547 0.59363 0.93271
H -0.96232 -0.81448 0.02667
H -2.22121 0.13802 -0.88089
```

This record from the OMol25 dataset describes a molecular structure, C21H30N4O4S. The level of theory is the ωB97M-V functional and the def2-TZVPD basis.

The value obtained for the HOMO-LUMO gap is 7.9 eV. Its HOMO energy is -7.55 eV. The calculation puts the LUMO energy at 0.4 eV.

Geometry as XYZ:
```
60
C21H30N4O4S | the OMol25 dataset | the ωB97M-V functional and the def2-TZVPD basis
C 3.49295 -4.62796 -0.99563
H 3.97364 -3.50696 -1.04725
H 3.39227 -4.84705 -2.12652
H 4.25355 -5.24329 -0.49325
C 2.40783 -4.52665 -0.36516
N 1.30190 -3.80497 -1.00745
C 0.41815 -4.34573 -1.89214
C 0.65768 -5.44982 -2.73525
C -0.20316 -5.95592 -3.71308
C -1.27203 -5.12192 -4.05284
C -1.62256 -3.95774 -3.69056
C -0.62437 -3.48685 -2.71857
H -0.63819 -2.38506 -2.10272
H -2.38071 -3.26376 -3.92980
H -1.86210 -5.49327 -4.93847
H -0.13869 -7.03724 -3.94025
H 1.46988 -6.09755 -2.15655
C 1.20866 -2.43649 -0.54491
H 0.91105 -1.57907 -1.54434
H 2.10427 -2.16456 -0.22309
C 0.28269 -2.18389 0.45768
N 0.13359 -0.99744 1.06553
C 0.88442 -0.56094 2.11384
O 1.43069 -1.49451 2.89579
C 1.08605 1.04259 2.20441
C -0.40415 1.58120 2.68348
C -0.28041 3.03441 2.78112
N 0.17910 3.62555 1.38078
S -0.50579 3.20818 0.10789
O -0.92877 1.96500 -0.09237
O 0.31919 3.92495 -1.08234
C -1.79317 4.35788 0.14518
C -1.95337 5.73615 0.13561
O -3.04236 6.13380 0.38253
N -3.93160 5.05736 0.54214
C -3.44595 4.03150 0.34542
C -3.73979 2.73414 0.51091
H -3.43323 1.83339 0.23513
H -3.87121 2.35086 1.65319
H -4.99892 2.50015 0.22150
C -0.87123 6.68941 0.10045
H -0.19573 5.96333 -0.57569
H -1.13723 7.44213 -0.58968
H -0.29659 6.93860 0.97737
C 1.71046 3.12193 1.36644
C 1.84354 1.82857 1.44956
H 1.47889 1.44691 0.51714
H 2.92796 1.50480 1.59060
H 2.14188 3.63533 2.27418
H 2.08360 3.54841 0.57546
H 0.05255 3.48824 3.48530
H -1.44742 3.42347 2.55388
H -1.05294 1.34034 1.83819
H -0.78259 1.17267 3.78306
H 1.54996 1.13583 3.57843
H -0.32418 -0.12092 0.57804
H 0.55099 -2.85347 1.33436
H -0.82841 -2.47408 0.19541
H 1.67614 -5.58607 -0.37319
H 2.08330 -4.19388 0.87107
```

This record from the OMol25 dataset describes a gas-phase ion, C6H15N2 (charge +1). The level of theory is the ωB97M-V functional and the def2-TZVPD basis.

The value obtained for the HOMO-LUMO gap is 8.0 eV. Its HOMO energy is -12.35 eV. The calculation puts the LUMO energy at -4.3 eV. The total charge is +1.

Geometry as XYZ:
```
23
C6H15N2 | the OMol25 dataset | the ωB97M-V functional and the def2-TZVPD basis
C 0.97821 0.59775 -0.23565
C 1.52184 -0.79598 0.10037
C -1.21546 1.39631 -0.86898
C -1.37441 2.48795 0.16346
C -0.29931 -0.61042 -1.95245
C -0.11673 -1.66037 1.85846
N -0.24410 0.53265 -1.10057
N 0.52689 -1.73893 0.55898
H 0.69321 1.11556 0.75449
H 1.75500 1.05637 -0.68385
H 2.07409 -1.28002 -0.81805
H -2.09558 1.28280 -1.51249
H -0.54121 3.03933 0.30644
H -1.49178 1.91637 1.21051
H 2.27542 -0.78515 0.95237
H -0.46850 -1.46850 -1.41289
H -1.02618 -0.29984 -2.67266
H 0.56741 -0.68646 -2.44928
H -0.80512 -2.45381 2.11910
H 0.75240 -1.55213 2.59906
H -0.77554 -0.87349 1.83590
H -2.17032 3.01783 -0.11227
H 0.86802 -2.61177 0.25819
```

Across the entries above, energy above the lowest of the compared OMol25 structures with the same formula, charge and spin takes the values 1.169 4.104 26.923 3.391 eV, respectively.
Across the entries above, F_max takes the values 1.46 7.04 19.71 6.54 eV/Å, respectively.